ORCA calculation (ωB97M-V/def2-TZVPD) on a cluster of 2 separate species, C4H15N3O in total in a non-equilibrium geometry.

Its energy is -400.85057 a.u. For the energy above the lowest of the compared OMol25 structures with the same formula, charge and spin, the calculation gives 42.43 kcal/mol. The gap between HOMO and LUMO comes out at 9.20 eV. As for the SMILES: NCCNCCN.O.

Element x y z (Å)
1 N -2.52 0.40 -0.55
2 C -1.50 0.21 -1.62
3 C -0.20 -0.26 -0.87
4 N -0.41 -1.48 -0.10
5 C 0.77 -1.82 0.67
6 C 1.30 -0.80 1.72
7 N 2.43 -0.03 1.14
8 H -2.47 1.27 -0.04
9 H -3.42 0.38 -1.01
10 H -1.40 1.14 -2.17
11 H -1.76 -0.56 -2.33
12 H 0.37 -0.83 -1.69
13 H 0.39 0.57 -0.52
14 H -1.34 -1.50 0.32
15 H 0.65 -2.78 1.16
16 H 1.57 -2.05 -0.06
17 H 0.55 -0.11 2.19
18 H 1.74 -1.31 2.58
19 H 2.81 0.51 1.92
20 H 2.09 0.71 0.54
21 O 0.16 3.13 -0.60
22 H 0.06 2.27 -1.03
23 H 0.13 2.95 0.35